The following is a DFT calculation (ωB97M-V/def2-TZVPD) of a 13-piece molecular cluster, C4H33NO13 overall.

CARTESIAN COORDINATES (ANGSTROEM)
C1 -0.151 -0.130 0.809
C2 -0.627 0.137 2.200
C3 -2.102 0.454 2.227
C4 -2.885 -0.802 2.327
O1 -3.865 -1.038 1.682
N1 0.066 1.332 2.790
H1 0.116 0.739 0.084
H2 -0.939 -0.841 0.298
H3 0.802 -0.730 0.921
H4 -0.407 -0.718 2.873
H5 -2.402 0.930 1.223
H6 -2.416 1.037 3.154
H7 -2.748 -1.426 3.146
H8 -0.216 1.535 3.713
H9 1.102 1.187 2.668
H10 0.419 4.161 1.417
H11 -0.432 2.762 1.152
O2 0.270 3.420 0.727
H12 0.468 0.861 -2.616
H13 0.557 2.338 -2.304
O3 1.071 1.530 -2.312
H14 2.480 1.807 -0.880
H15 1.825 2.940 -0.024
O4 2.648 2.279 0.082
H16 -1.848 -1.948 -2.087
H17 -2.907 -1.119 -1.574
O5 -2.625 -1.734 -2.378
H18 2.627 0.836 1.042
H19 3.611 0.199 2.191
O6 2.737 0.197 1.803
H20 -0.083 -4.686 -1.118
H21 0.586 -3.462 -0.630
O7 -0.313 -3.790 -0.865
H22 -1.083 -3.398 0.562
H23 -2.407 -3.328 1.431
O8 -1.548 -2.999 1.329
H24 2.794 -2.225 -0.669
H25 1.577 -1.387 -0.844
O9 1.976 -2.263 -1.166
H26 -1.986 1.243 -2.483
H27 -1.621 0.026 -3.497
O10 -1.374 0.912 -3.235
H28 -2.595 2.568 -1.191
H29 -1.483 2.790 -0.141
O11 -2.301 2.249 -0.387
H30 0.170 -1.956 -2.781
H31 1.356 -1.206 -3.550
O12 0.459 -1.118 -3.063
H32 4.202 0.440 -1.355
H33 4.769 1.156 -0.140
O13 4.676 0.238 -0.565

Its total charge is 0. For the highest occupied orbital energy, the calculation gives -9.122 eV. Its max |F| is 8.90 eV Å⁻¹. Its energy is -1204.9828 Ha. The orbital gap comes out at 9.238 eV. The energy above the lowest of the compared OMol25 structures with the same formula, charge and spin comes out at 71.8 kcal/mol.